[1]
{
  "formula": "C3H13O5",
  "method": "the ωB97M-V functional and the def2-TZVPD basis",
  "fmax_ev_per_a": 4.49,
  "lumo_energy_ev": 3.70,
  "charge": -1,
  "e_above_lowest_ev": 2.545,
  "symbols": ["O", "O", "O", "O", "O", "C", "C", "C", "H", "H", "H", "H", "H", "H", "H", "H", "H", "H", "H", "H", "H"],
  "coordinates": [[0.7418, -2.4479, -1.3313], [-1.8022, 0.6174, 1.6208], [-1.4317, 0.3099, -1.7476], [0.3008, -0.9067, 1.5333], [-0.8160, 2.8042, 0.4463], [0.7509, -1.0291, -1.2263], [1.7865, -0.5688, -0.2275], [1.2483, 0.0037, 1.0480], [-2.2168, -0.0703, 2.0216], [-1.2091, 0.3477, -0.8034], [-2.3189, 0.5969, -1.4504], [2.4623, -1.5350, -0.1995], [0.1853, -2.6994, -2.0767], [-1.7207, 2.8325, 0.5623], [0.8113, 1.0039, 0.9542], [0.6799, -0.6225, -2.2683], [2.2972, 0.2555, -0.7457], [-0.3046, -0.7897, -0.8451], [-0.6224, -0.3490, 1.7307], [2.0311, 0.2280, 1.8048], [-0.8531, 2.0189, 1.1998]]
}

=====

[2]
{
  "formula": "C19H26BrCl20N2O6",
  "method": "the ωB97M-V functional and the def2-TZVPD basis",
  "fmax_ev_per_a": 1.31,
  "lumo_energy_ev": 1.50,
  "charge": -1,
  "symbols": ["Br", "Cl", "Cl", "Cl", "Cl", "Cl", "Cl", "Cl", "Cl", "Cl", "Cl", "Cl", "Cl", "Cl", "Cl", "Cl", "Cl", "Cl", "Cl", "Cl", "Cl", "O", "O", "O", "O", "O", "O", "N", "N", "C", "C", "C", "C", "C", "C", "C", "C", "C", "C", "C", "C", "C", "C", "C", "C", "C", "C", "C", "H", "H", "H", "H", "H", "H", "H", "H", "H", "H", "H", "H", "H", "H", "H", "H", "H", "H", "H", "H", "H", "H", "H", "H", "H", "H"],
  "coordinates": [[-0.5351, 3.5797, 0.5670], [-8.1432, -2.7469, -2.5965], [3.5839, 6.1038, 0.0098], [1.4782, 10.8018, 6.2336], [-9.0136, -0.5022, -1.0096], [2.4776, 8.5583, 1.0601], [-3.8944, -4.6828, -2.7691], [-9.4287, -0.4952, -3.8655], [-0.2316, 11.8807, 4.1755], [7.7019, -4.0972, -1.8333], [1.4304, 6.0111, 1.9165], [7.9969, -4.5602, -4.6696], [-2.2983, -4.6151, -0.3745], [-6.7647, -0.2263, -2.7881], [7.1332, -1.9825, -3.6964], [2.5426, 11.3323, 3.6058], [5.3657, -4.2467, -3.5280], [0.6965, 9.1555, 3.9970], [-4.0058, -6.8789, -0.9013], [-1.6353, -6.4579, -2.4920], [0.9399, 6.9463, -0.7706], [2.2397, -0.7654, 2.0242], [1.9769, 2.8309, -0.2218], [4.7457, -0.9970, -0.9106], [-0.9460, 0.2927, 0.7961], [2.1362, -0.1723, -0.7603], [1.0524, 1.1202, 2.3801], [0.7469, -0.0050, -0.6640], [0.1193, -1.8177, 0.7958], [-1.7385, -0.0556, 1.9086], [-2.9613, -1.1083, -0.8992], [0.3760, 1.3042, -1.1534], [0.8507, 2.4943, -0.3140], [4.6010, -2.1062, -0.0355], [3.9142, -1.0825, -2.0470], [2.4366, -1.1600, -1.7068], [1.3097, 0.0368, 1.8238], [-2.9548, -5.6564, -1.6301], [1.1188, 10.7847, 4.5019], [5.9027, -2.3895, 0.6834], [-5.0655, -1.4576, 0.3464], [-3.7298, -1.0331, 2.9330], [7.0496, -3.7246, -3.4286], [0.2749, -0.3667, 0.6928], [-2.8846, -1.0393, 1.6512], [-3.7095, -0.7440, 0.3926], [2.1071, 6.8958, 0.5566], [-8.3358, -0.9906, -2.5656], [2.2148, -2.1611, -1.3148], [3.8195, -1.8704, 0.6962], [4.1708, -1.9756, -2.6295], [-4.9599, -2.4557, -0.0825], [-0.4342, -2.0951, -0.0144], [-2.3823, -2.0198, -0.7598], [-0.6880, 1.3593, -1.3484], [-2.4507, -2.0421, 1.5738], [-4.3353, -0.1222, 2.9502], [-1.1278, -0.4455, 2.7220], [-2.2747, -0.3285, -1.2130], [5.8661, -3.4072, 1.0750], [-5.7053, -0.9105, -0.3486], [6.7543, -2.2852, 0.0148], [-3.0725, -0.9887, 3.8008], [-3.6659, -1.2959, -1.7138], [-3.8640, 0.3403, 0.3501], [0.8828, 1.4364, -2.1116], [-2.1748, 0.8779, 2.2798], [1.0452, -2.2117, 0.6590], [4.1062, -0.1784, -2.6249], [-5.5912, -1.4921, 1.2965], [-4.3792, -1.9002, 3.0052], [4.2983, -3.0060, -0.5867], [1.8534, -1.0588, -2.6291], [6.0653, -1.7284, 1.5333]]
}